Entry 1:
# C50H59BF2Ge2N2S4Tl

A structure of composition C50H59BF2Ge2N2S4Tl (wB97M-V/def2-TZVPD, the OMol25 dataset).

Geometry as XYZ:
```
121
Properties=species:S:1:pos:R:3:forces:R:3
Tl -2.40246 -1.55779 -0.77938 -0.746 0.068 -0.115
C -2.44431 -4.25758 3.67806 0.052 0.007 -0.026
C -1.11717 -3.79190 3.14526 -0.035 -0.015 0.035
C -0.55535 -2.59674 3.56712 -0.024 -0.043 0.031
C 0.65662 -2.13923 3.06282 0.136 -0.093 -0.058
C 1.26020 -0.85499 3.55688 -0.010 -0.021 0.019
C 1.31828 -2.89863 2.08978 -0.069 -0.076 0.097
C 0.79240 -4.13375 1.69147 -0.007 0.042 -0.011
C 1.52774 -4.99680 0.69838 -0.041 0.037 0.128
C -0.42031 -4.55827 2.21810 0.032 0.051 -0.041
C 2.60456 -2.40533 1.51645 0.003 0.045 -0.078
C 3.80903 -2.86328 2.03765 -0.037 -0.029 0.052
C 5.01427 -2.41986 1.51692 0.027 0.018 -0.017
C 5.01762 -1.50935 0.47713 -0.038 0.008 -0.063
C 3.82581 -1.01432 -0.05627 0.096 -0.089 0.196
C 2.61451 -1.47106 0.47032 -0.563 0.258 -0.172
Ge 0.89139 -0.81040 -0.28685 -0.218 0.207 0.081
S -0.03460 -2.42712 -1.51973 -0.520 0.425 0.307
S -0.91682 -0.25990 1.08356 0.225 0.286 -0.700
Ge -1.14368 1.54237 -0.48885 0.102 -0.436 0.144
S -2.55932 0.72418 -1.96341 0.225 0.106 0.298
S 1.00723 1.26050 -1.16482 -0.284 -0.272 0.235
C -1.58022 3.26920 0.37903 0.141 -0.676 -0.351
C -2.42093 3.32974 1.49404 0.095 0.114 -0.019
C -2.63964 4.56883 2.08803 -0.013 -0.027 0.055
C -2.04386 5.71492 1.58340 0.017 0.004 -0.010
C -1.26045 5.64588 0.44373 0.017 -0.040 -0.018
C -1.03237 4.42197 -0.18034 0.044 0.102 0.123
C -0.26596 4.38778 -1.45721 0.078 0.172 -0.074
C 1.12625 4.52185 -1.46780 -0.143 0.000 0.007
C 1.92220 4.61455 -0.19300 0.000 0.002 -0.106
C 1.78307 4.61042 -2.69137 -0.032 0.006 0.026
C 1.09015 4.58731 -3.89124 0.059 0.024 -0.038
C 1.79758 4.76491 -5.20698 -0.061 -0.066 0.066
C -0.29255 4.44500 -3.86020 -0.007 -0.033 0.061
C -0.98631 4.35816 -2.66334 -0.003 0.015 0.016
C -2.49279 4.33430 -2.66596 0.065 -0.019 -0.016
C -3.10043 2.12022 2.03772 -0.137 -0.134 0.065
C -4.28324 1.65441 1.45639 0.094 0.074 -0.023
C -4.94260 2.35851 0.29915 -0.021 -0.038 0.085
C -4.90547 0.53004 1.99931 0.065 -0.025 0.016
C -4.39589 -0.11917 3.11211 -0.055 -0.010 -0.052
C -5.10238 -1.29780 3.72425 0.061 0.051 0.001
C -3.22278 0.36764 3.68212 0.044 0.022 -0.001
C -2.56928 1.47358 3.16634 -0.003 0.095 -0.007
C -1.29108 1.97306 3.78196 -0.065 -0.032 -0.023
C 3.95268 0.00754 -1.13344 0.151 0.115 -0.080
C 4.32695 1.31243 -0.79605 -0.029 -0.112 0.027
C 4.47482 1.75739 0.63647 -0.001 0.012 -0.085
C 4.59183 2.22125 -1.81479 -0.005 -0.035 0.005
C 4.51195 1.86189 -3.15015 0.001 0.048 -0.003
C 4.89078 2.82495 -4.23981 -0.045 -0.066 0.041
C 4.12238 0.56471 -3.46552 -0.022 -0.009 0.041
C 3.85335 -0.37125 -2.47987 0.017 -0.006 0.042
C 3.52509 -1.79118 -2.85938 0.001 0.083 0.043
H -2.75505 -3.65027 4.52637 -0.040 -0.026 0.004
H -2.39987 -5.29804 4.00219 0.000 -0.007 0.005
H -3.21371 -4.18182 2.90563 -0.043 0.012 0.039
H -1.07538 -2.00699 4.31337 0.015 0.041 -0.005
H 0.65399 -0.42321 4.35119 0.004 0.010 -0.009
H 1.33013 -0.12449 2.74794 0.036 0.039 0.077
H 2.27042 -1.01782 3.93501 0.010 -0.004 0.017
H 2.60247 -4.97492 0.86948 0.017 -0.051 -0.050
H 1.35718 -4.61584 -0.31572 -0.011 -0.047 -0.072
H 1.19979 -6.03704 0.81558 -0.008 -0.015 -0.088
H -0.83256 -5.52095 1.92187 0.050 -0.023 0.003
H 3.79752 -3.56317 2.86529 -0.024 -0.014 -0.002
H 5.95026 -2.77459 1.92859 -0.005 -0.015 0.008
H 5.95135 -1.14489 0.06674 0.025 -0.022 0.014
H -3.28841 4.62953 2.95361 -0.001 -0.010 0.012
H -2.20279 6.66690 2.07316 -0.045 0.007 -0.021
H -0.82660 6.54072 0.01448 0.000 0.016 0.020
H 1.33623 4.31357 0.67257 0.039 -0.037 0.048
H 2.26077 5.64064 -0.03243 0.004 0.001 0.042
H 2.80592 3.97869 -0.25654 -0.048 0.046 -0.033
H 2.86229 4.72220 -2.69774 0.009 0.002 -0.019
H 2.85051 4.99567 -5.05600 0.013 -0.004 -0.047
H 1.34372 5.58012 -5.77167 0.029 -0.004 -0.034
H 1.71866 3.86059 -5.81340 0.042 0.005 -0.031
H -0.84674 4.43401 -4.79231 -0.011 0.029 -0.006
H -2.86987 4.48100 -3.67659 -0.027 -0.001 0.003
H -2.88990 5.12476 -2.02653 -0.039 -0.001 -0.016
H -2.88494 3.38476 -2.29872 -0.049 0.016 0.004
H -4.30010 3.12005 -0.13536 -0.023 -0.004 -0.068
H -5.86227 2.84244 0.63581 0.006 0.020 -0.007
H -5.20596 1.64336 -0.47958 0.003 0.031 -0.048
H -5.82341 0.17571 1.54315 -0.034 -0.018 0.033
H -5.94798 -1.61181 3.11562 -0.013 -0.031 -0.008
H -5.47352 -1.03904 4.71758 -0.023 -0.039 0.004
H -4.42108 -2.14302 3.83857 -0.052 0.005 -0.007
H -2.81140 -0.13332 4.55281 0.011 0.027 0.025
H -0.99258 1.34779 4.62260 -0.004 0.016 0.007
H -1.39840 3.00021 4.13215 0.036 0.002 0.028
H -0.48859 1.96565 3.04005 0.047 0.023 0.042
H 4.14448 0.99684 1.33931 -0.014 0.026 0.048
H 3.89393 2.66311 0.81494 0.026 -0.046 0.046
H 5.51929 1.99093 0.85296 -0.002 -0.009 0.044
H 4.89304 3.22968 -1.54979 0.019 0.015 -0.013
H 5.10329 3.81257 -3.83255 -0.008 0.031 -0.045
H 4.09304 2.90988 -4.97712 0.000 0.040 -0.028
H 5.78410 2.47146 -4.75788 0.005 0.043 -0.019
H 4.05223 0.26926 -4.50675 0.019 -0.009 -0.011
H 3.59135 -1.91776 -3.93866 -0.012 -0.036 -0.005
H 2.51535 -2.06332 -2.54762 -0.028 -0.064 -0.035
H 4.21714 -2.48722 -2.38021 -0.012 -0.030 -0.019
F -5.52037 -2.31593 0.38322 0.411 0.152 0.193
B -4.72462 -2.20196 -0.66219 0.831 -0.096 -0.085
F -5.28404 -2.54422 -1.81358 0.275 0.141 -0.109
N -0.14767 -7.03507 -1.73734 0.021 0.167 0.082
C -1.60767 -6.71641 -1.58233 -0.531 0.342 0.073
C -1.72513 -5.19327 -1.45334 -0.076 -0.094 0.071
N -3.06116 -4.65064 -1.41178 -0.119 -0.451 -0.183
H 0.04952 -8.02987 -1.63970 0.093 -0.023 -0.007
H 0.38860 -6.50599 -1.03349 0.044 -0.116 0.027
H 0.18298 -6.71776 -2.65002 0.054 -0.054 -0.032
H -1.98278 -7.21420 -0.68873 0.162 -0.087 0.002
H -2.14797 -7.10165 -2.44582 0.141 -0.053 -0.053
H -1.20824 -4.72407 -2.29243 0.097 0.020 0.023
H -1.20466 -4.88669 -0.54182 0.120 0.068 -0.049
H -3.63552 -5.05057 -0.67844 0.046 -0.006 0.019
H -3.54512 -4.75804 -2.29590 -0.064 0.058 0.048
```
Positions in Å, forces in eV/Å.

Values from the calculation:
Molecular weight (g mol⁻¹): 1214.71
Net charge: +1
DFT total energy (a.u.): -8193.98468
2S+1: 1

---

Entry 2:
# C50H59CoN2OP3S3

A structure of composition C50H59CoN2OP3S3 (wB97M-V/def2-TZVPD, the OMol25 dataset).

Geometry as XYZ:
```
119
Properties=species:S:1:pos:R:3:forces:R:3
Co -0.35984 0.80528 -0.30332 0.189 -0.166 0.288
S 1.81833 -0.29307 -1.08693 -0.064 0.086 -0.061
P 0.59311 -0.76897 -2.60559 0.043 0.105 0.262
C -0.77405 0.28680 -2.24534 -0.012 -0.186 -0.634
P -1.57664 1.49947 -3.25569 0.073 0.179 0.260
S -1.39012 3.21131 -2.29235 0.056 -0.119 0.047
C -3.28856 0.92396 -3.42353 -0.010 0.009 0.176
C -3.55585 -0.39611 -3.78489 -0.032 0.003 -0.046
C -4.86489 -0.84002 -3.88797 0.025 0.002 -0.006
C -5.91241 0.03539 -3.62951 -0.021 0.014 0.006
C -5.65037 1.35219 -3.27854 -0.022 -0.002 0.007
C -4.33950 1.79836 -3.17121 0.000 -0.015 0.011
C -0.97199 1.68091 -4.95013 -0.070 -0.175 -0.005
C -1.77374 1.36473 -6.04263 0.054 -0.016 -0.005
C -1.32532 1.62826 -7.33016 0.006 -0.045 -0.020
C -0.07734 2.19537 -7.52614 0.037 -0.025 -0.007
C 0.72846 2.50502 -6.43600 0.036 -0.027 0.009
C 0.28227 2.25578 -5.15095 -0.002 0.013 -0.005
C 0.03968 -2.49089 -2.55513 -0.021 0.013 0.046
C 0.98740 -3.49545 -2.75579 -0.027 0.018 -0.006
C 0.59995 -4.82314 -2.73394 0.000 -0.001 -0.001
C -0.73558 -5.15550 -2.52745 0.007 -0.005 0.000
C -1.67813 -4.16026 -2.32841 0.003 0.016 0.004
C -1.28927 -2.82580 -2.32994 0.051 0.000 -0.018
C 1.45018 -0.67778 -4.19340 -0.077 0.083 -0.019
C 2.73403 -0.14944 -4.26417 -0.030 -0.003 0.011
C 3.41138 -0.14419 -5.47541 -0.001 0.047 -0.022
C 2.80176 -0.64804 -6.61343 -0.014 0.025 -0.017
C 1.51304 -1.16509 -6.54770 -0.037 0.010 -0.003
C 0.84025 -1.18826 -5.33919 -0.019 0.002 0.007
H -2.73970 -1.07290 -4.00759 0.014 -0.018 0.005
H -5.06895 -1.86325 -4.17593 0.003 0.003 0.007
H -6.93497 -0.31044 -3.70605 -0.001 0.006 -0.013
H -6.46802 2.03553 -3.09004 -0.006 0.002 -0.001
H -4.12141 2.82128 -2.88816 0.012 0.007 0.005
H -2.75422 0.93244 -5.89449 0.005 0.024 -0.045
H -1.95655 1.39610 -8.17792 -0.003 0.001 0.005
H 0.26944 2.40345 -8.53009 0.000 0.009 0.004
H 1.70044 2.95457 -6.59041 0.007 -0.004 0.002
H 0.89070 2.53102 -4.29775 0.002 0.011 -0.004
H 2.02362 -3.23261 -2.93455 0.008 -0.014 0.010
H 1.33522 -5.60194 -2.88663 0.000 -0.001 -0.005
H -1.03816 -6.19446 -2.52328 0.003 -0.001 0.001
H -2.71606 -4.42039 -2.16347 0.001 0.003 -0.001
H -2.01665 -2.04331 -2.15300 -0.017 -0.004 0.033
H 3.20239 0.23866 -3.36889 0.002 0.003 -0.003
H 4.41571 0.25494 -5.52806 0.001 -0.004 0.002
H 3.33048 -0.64145 -7.55773 0.003 -0.004 0.001
H 1.03852 -1.55756 -7.43721 -0.003 0.001 0.000
H -0.15417 -1.61708 -5.28299 -0.004 0.004 -0.012
N -3.73267 1.17497 0.35295 0.103 -0.156 0.134
C -2.89528 2.03878 0.96650 -0.075 0.084 -0.149
N -1.61882 2.09390 0.72922 0.225 0.097 -0.053
C -1.02860 3.17926 1.38123 -0.068 0.004 0.010
C 0.28050 3.61303 1.21116 -0.042 0.004 -0.079
C 0.70620 4.72867 1.90814 -0.021 0.030 -0.022
C -0.15556 5.41069 2.76820 0.005 0.001 0.009
C -1.46887 5.00147 2.92671 -0.014 -0.017 -0.004
C -1.89232 3.88839 2.21492 0.004 0.017 0.014
S -3.49198 3.19312 2.12761 -0.009 0.020 -0.024
H -3.39558 0.75320 -0.50065 -0.041 0.013 -0.063
H -4.72180 1.34852 0.39741 -0.006 -0.025 -0.012
H 0.94939 3.08982 0.53593 0.017 0.020 0.001
H 1.72038 5.08247 1.78048 0.008 -0.004 -0.005
H 0.19796 6.28201 3.30225 0.003 0.003 -0.002
H -2.14843 5.54509 3.56911 0.009 0.006 0.005
O 0.23918 0.12759 1.50428 -0.344 0.002 0.009
P 0.63987 -0.46783 2.84079 0.108 -0.072 -0.017
C 2.42079 -0.81064 2.77897 -0.002 0.110 0.132
C 3.25417 0.41019 2.31869 0.022 -0.053 0.023
C 4.73188 0.24949 2.70532 -0.008 -0.039 -0.040
C 5.15238 -1.21374 2.62240 -0.010 0.023 0.035
C 4.40885 -2.05045 3.67794 -0.007 0.029 -0.016
C 3.03760 -1.45011 4.02986 0.038 -0.037 -0.071
C 0.09884 0.66026 4.16851 0.050 0.024 -0.075
C 0.73318 2.06857 4.07119 0.053 -0.083 0.024
C 1.82116 2.26729 5.11944 -0.072 -0.004 0.024
C 1.22700 2.19865 6.53445 -0.011 -0.003 -0.030
C 0.04662 1.21518 6.61535 0.052 -0.024 -0.008
C 0.19574 0.08798 5.59541 -0.008 0.067 0.011
C -0.13110 -2.06398 3.27812 -0.049 0.020 -0.093
C 0.32841 -3.26374 2.43150 -0.035 0.036 -0.035
C -0.30437 -3.26856 1.04072 -0.055 0.036 0.052
C -1.82494 -3.29216 1.17618 -0.014 0.060 -0.046
C -2.30885 -2.07026 1.95075 0.015 -0.030 0.025
C -1.66789 -2.00570 3.33529 0.001 -0.022 -0.045
H 2.45806 -1.55797 1.97651 0.022 0.034 -0.053
H 2.87068 1.33519 2.74580 0.002 0.012 0.003
H 3.16567 0.50378 1.23631 -0.014 0.005 -0.026
H 4.90053 0.61680 3.72209 -0.008 0.007 0.001
H 5.34432 0.86604 2.04647 0.010 0.018 0.021
H 6.22897 -1.31343 2.76080 0.005 -0.013 -0.027
H 4.93201 -1.58696 1.61790 -0.002 -0.005 -0.003
H 5.00685 -2.12020 4.58826 -0.002 -0.014 0.004
H 4.27594 -3.07100 3.31208 0.002 -0.009 0.009
H 3.15280 -0.68907 4.80366 -0.001 0.027 0.020
H 2.39738 -2.22952 4.44664 0.003 0.020 0.022
H -0.96262 0.76850 3.91228 -0.023 -0.003 0.031
H -0.04567 2.81966 4.22779 -0.004 -0.014 -0.003
H 1.10936 2.24857 3.06671 -0.017 -0.019 0.090
H 2.31125 3.23016 4.96662 0.030 -0.004 -0.016
H 2.59653 1.50633 4.99418 0.012 -0.030 0.016
H 0.88848 3.19263 6.83243 0.003 0.000 0.026
H 2.00303 1.90889 7.24517 0.006 0.000 -0.001
H -0.89606 1.73727 6.42853 -0.007 -0.002 -0.016
H -0.02514 0.79592 7.61930 -0.029 0.023 0.010
H -0.57536 -0.66755 5.75195 0.002 -0.017 -0.003
H 1.15879 -0.40280 5.75487 0.013 -0.037 -0.009
H 0.23264 -2.21357 4.29938 0.017 -0.010 0.025
H 0.00678 -4.16832 2.95845 0.031 -0.011 0.023
H 1.41685 -3.31447 2.37527 -0.004 0.001 -0.014
H 0.04704 -4.13053 0.47048 0.008 -0.020 -0.003
H 0.00441 -2.37393 0.48818 0.024 -0.022 -0.019
H -2.11954 -4.20072 1.71327 -0.033 -0.015 -0.023
H -2.30368 -3.33315 0.19516 0.041 0.011 0.076
H -3.39539 -2.07978 2.05330 -0.018 0.003 -0.003
H -2.04604 -1.16908 1.39140 -0.034 0.087 -0.057
H -2.00494 -2.87132 3.91480 0.005 0.011 0.022
H -2.01088 -1.12125 3.87666 -0.008 -0.008 0.002
```
Positions in Å, forces in eV/Å.

Values from the calculation:
Molecular weight (g mol⁻¹): 952.09
Net charge: +1
DFT total energy (a.u.): -5726.81149
2S+1: 5